(1)
This record from the OMol25 dataset describes the molecule C2H4N2O2. The level of theory is wB97M-V/def2-TZVPD.

Last column: natural (NBO) charge in e.
Atoms and positions in Å:
H1 2.02385 -1.25145 -0.01615  0.296
N1 1.82719 -0.36969 0.74747  -0.650
C1 0.72053 -0.03021 0.20687  0.626
N2 0.25683 -0.34918 -1.05450  -0.866
O1 -0.02311 0.75632 0.90811  -0.482
C2 -1.39102 0.89430 0.64850  0.633
O2 -1.95447 0.69352 -0.49098  -0.559
H2 -0.87622 -0.84075 -1.15753  0.451
H3 1.15046 -0.86553 -1.41740  0.379
H4 -1.73404 1.36266 1.62561  0.172

Properties
**2S+1**: 1
**Structure (SMILES)**: [H]/N=C(\N)OC=O
**Energy relative to the best compared isomer or geometry (same formula, charge and spin)**: 93.86 kcal/mol

(2)
This record from the OMol25 dataset describes the molecule C4H6N2O. The level of theory is wB97M-V/def2-TZVPD.

Last column: natural (NBO) charge in e.
Atoms and positions in Å:
H1 1.24231 -1.61037 0.59438  0.347
N1 2.00338 -0.99618 0.34271  -0.617
C1 1.58439 0.16924 0.08506  0.462
C2 2.57318 1.19482 -0.23754  0.218
N2 3.34014 2.00954 -0.52047  -0.254
O1 0.31829 0.64239 0.02238  -0.480
C3 -0.66300 -0.38758 -0.17593  -0.076
C4 -2.05431 0.17316 -0.36469  -0.623
H2 -0.36570 -0.95782 -1.06531  0.186
H3 -0.66295 -1.06365 0.68726  0.172
H4 -2.10138 0.91878 -1.16265  0.224
H5 -2.68418 -0.67667 -0.65174  0.222
H6 -2.45990 0.60408 0.55429  0.219

Properties
**2S+1**: 1
**Structure (SMILES)**: [H]/N=C(/C#N)OCC
**Energy relative to the best compared isomer or geometry (same formula, charge and spin)**: 39.62 kcal/mol

(3)
This record from the OMol25 dataset describes the molecule C19H28N2O4S. The level of theory is wB97M-V/def2-TZVPD.

Last column: natural (NBO) charge in e.
Atoms and positions in Å:
C1 -4.20726 -1.10579 -1.33368  -0.261
O1 -3.03929 -1.61206 -1.94127  -0.500
C2 -1.89179 -1.76629 -1.24783  0.424
C3 -0.86082 -2.36019 -1.99228  -0.273
C4 0.39124 -2.55669 -1.45620  -0.159
C5 0.63802 -2.14847 -0.15724  -0.389
S1 2.23806 -2.37639 0.59694  2.324
O2 3.16662 -2.82897 -0.40299  -0.944
O3 2.09499 -3.17759 1.77705  -0.943
N1 2.55673 -0.86279 1.21242  -0.897
C6 3.02528 0.36711 0.59084  -0.039
C7 2.35908 0.62892 -0.76294  -0.415
C8 2.99503 -0.12848 -1.92536  -0.420
C9 4.49681 0.12918 -1.98025  -0.393
C10 5.12578 -0.33556 -0.67178  -0.418
C11 4.55524 0.46824 0.49074  -0.406
C12 -0.35954 -1.57471 0.59703  -0.083
C13 -1.63332 -1.36478 0.07095  -0.265
C14 -2.64817 -0.82314 1.04174  0.686
O4 -3.49716 -1.54159 1.53878  -0.627
N2 -2.49675 0.47272 1.38946  -0.441
C15 -1.60446 1.41736 0.76083  -0.216
C16 -2.40323 2.55016 0.10948  -0.405
C17 -3.31346 3.21529 1.13858  -0.400
C18 -4.21710 2.16648 1.78183  -0.404
C19 -3.36617 1.05477 2.39187  -0.227
H1 -4.54956 -1.74513 -0.51764  0.214
H2 -4.95570 -1.08705 -2.12514  0.200
H3 -4.05442 -0.09026 -0.95694  0.167
H4 -1.09077 -2.66247 -3.00149  0.232
H5 1.18059 -3.02333 -2.02286  0.245
H6 2.90474 -0.98746 2.14928  0.413
H7 2.68654 1.15950 1.27856  0.200
H8 1.29816 0.38100 -0.68919  0.214
H9 2.43985 1.70165 -0.96071  0.209
H10 2.83690 -1.19719 -1.80199  0.224
H11 2.51757 0.18541 -2.85649  0.207
H12 4.93295 -0.41635 -2.81797  0.211
H13 4.69137 1.19509 -2.13027  0.187
H14 6.20989 -0.20909 -0.70294  0.207
H15 4.90522 -1.39398 -0.53110  0.231
H16 4.99446 0.13300 1.43335  0.206
H17 4.81359 1.52260 0.35851  0.201
H18 -0.14246 -1.28895 1.61449  0.233
H19 -0.99518 0.90769 0.01353  0.227
H20 -0.93816 1.83512 1.52599  0.189
H21 -3.00803 2.14312 -0.70413  0.198
H22 -1.71132 3.27748 -0.31709  0.215
H23 -3.91475 3.99041 0.66099  0.213
H24 -2.70247 3.69057 1.90948  0.195
H25 -4.83395 2.61848 2.55897  0.216
H26 -4.88125 1.73872 1.02787  0.201
H27 -3.99156 0.25346 2.78853  0.250
H28 -2.74660 1.46123 3.19967  0.188

Properties
**2S+1**: 1
**Structure (SMILES)**: COc1ccc(S(=O)(=O)NC2CCCCC2)cc1C(=O)N1CCCCC1
**Energy relative to the best compared isomer or geometry (same formula, charge and spin)**: 38.23 kcal/mol

(4)
This record from the OMol25 dataset describes a structure of composition C36H32F5InOP2Te. The level of theory is wB97M-V/def2-TZVPD.

Last column: Löwdin charge in e.
Atoms and positions in Å:
C1 2.68062 0.91166 -0.71532  -0.152
C2 2.00731 1.61065 0.29941  -0.373
C3 2.48499 1.57932 1.62483  -0.069
C4 3.66384 0.90423 1.95053  -0.051
C5 4.35722 0.25369 0.92602  -0.052
C6 3.84774 0.21587 -0.37352  -0.083
P1 0.32789 2.28535 0.01046  1.058
C7 0.01622 3.63984 1.18161  -0.348
C8 -0.85225 3.46052 2.27865  -0.092
C9 -0.90530 4.41449 3.29714  -0.053
C10 -0.15515 5.59380 3.21340  -0.039
C11 0.63132 5.81869 2.07742  -0.046
C12 0.69796 4.86484 1.06330  -0.058
In1 -1.01137 0.12024 -0.01594  0.662
P2 -0.58327 -2.36453 0.10642  1.044
C13 0.50556 -2.58773 1.54927  -0.375
C14 1.74715 -3.24029 1.47141  -0.070
C15 2.70898 -3.00358 2.46166  -0.045
C16 2.39047 -2.25995 3.60652  -0.048
C17 1.10799 -1.73542 3.75095  -0.056
C18 0.18096 -1.86476 2.72582  -0.097
C19 -2.08798 -3.29945 0.38308  -0.352
C20 -3.21912 -2.99674 -0.39466  -0.098
C21 -4.44247 -3.60417 -0.10443  -0.060
C22 -4.53481 -4.55618 0.91170  -0.035
C23 -3.40440 -4.87561 1.67710  -0.042
C24 -2.18843 -4.23850 1.42505  -0.059
C25 -0.08601 -2.82758 -1.60710  -0.382
C26 -0.10408 -1.85349 -2.64653  -0.138
C27 0.59422 -2.09906 -3.82481  -0.056
C28 1.21860 -3.33004 -4.03411  -0.037
C29 1.15924 -4.31636 -3.04990  -0.040
C30 0.51166 -4.08165 -1.83527  -0.071
C31 0.34623 3.03336 -1.64779  -0.360
C32 1.53539 3.49659 -2.22905  -0.092
C33 1.55356 3.92330 -3.55975  -0.046
C34 0.37813 3.95362 -4.31429  -0.042
C35 -0.82065 3.54360 -3.72491  -0.050
C36 -0.84322 3.09468 -2.40355  -0.085
H1 -3.15477 -2.23713 -1.17286  0.088
H2 -5.33932 -3.33451 -0.67121  0.118
H3 -5.49630 -5.05123 1.11788  0.128
H4 -3.47080 -5.61329 2.48132  0.123
H5 -1.31690 -4.43620 2.04429  0.110
H6 1.92063 -3.92383 0.63348  0.109
H7 3.71151 -3.41431 2.34088  0.121
H8 3.14581 -2.07731 4.36535  0.120
H9 0.83874 -1.19181 4.66109  0.125
H10 -0.79076 -1.36929 2.79447  0.098
H11 -0.55494 -0.86864 -2.47752  0.072
H12 0.66862 -1.30930 -4.57758  0.124
H13 1.72329 -3.51483 -4.98142  0.124
H14 1.62414 -5.28580 -3.22916  0.124
H15 0.47872 -4.84868 -1.06368  0.118
H16 2.46637 3.49207 -1.65292  0.117
H17 2.49732 4.23600 -4.00460  0.120
H18 0.39488 4.29454 -5.35420  0.124
H19 -1.74366 3.57530 -4.30513  0.121
H20 -1.78443 2.75108 -1.96842  0.075
H21 -1.48708 2.57577 2.32332  0.081
H22 -1.52883 4.25125 4.18317  0.121
H23 -0.16758 6.32026 4.03265  0.124
H24 1.20021 6.74775 1.99233  0.123
H25 1.29234 5.07205 0.17160  0.113
H26 1.92490 2.10548 2.39247  0.109
H27 4.04147 0.88782 2.97721  0.122
H28 5.29819 -0.26481 1.13620  0.122
H29 4.37218 -0.39705 -1.10026  0.120
H30 2.27700 0.86938 -1.73142  0.113
H31 1.82849 -1.18544 -0.56033  0.088
H32 1.67466 -1.50964 -1.25319  0.107
F1 -5.18555 -0.65539 -0.45461  -0.336
Te1 -4.13564 0.97920 -0.13374  2.131
F2 -2.22776 0.31647 1.62576  -0.444
F3 -3.17625 2.72296 -0.02845  -0.368
F4 -4.88333 1.66611 -1.74194  -0.335
F5 -5.64886 1.78149 0.92224  -0.303
O1 -2.70145 0.26026 -1.24388  -0.560

Properties
**2S+1**: 1
**Charge**: +2

no.,HOMO energy (Eh)
1,-0.358
2,-0.408
3,-0.327
4,-0.526